Entry 1:
Molecular formula: C20H25BrN6O4P2
Method: DFT, ωB97M-V/def2-TZVPD

CARTESIAN COORDINATES (ANGSTROEM)
Br 0.6930 -3.0766 -0.7928
P 1.1138 -1.4668 0.7999
P -2.1240 -0.4038 0.8703
O -6.2490 -0.7542 -1.6713
O 0.4455 6.8183 -1.3586
O 2.7809 -1.6447 1.2700
O -6.1611 -0.3691 0.7139
N 4.5474 -2.5495 6.3116
N 3.3617 0.6344 -0.7022
N -1.9183 -0.1417 2.4868
N 2.4884 3.4898 -2.2000
N -3.2310 -0.4478 -3.4178
N 7.3573 -5.4338 3.4591
C 4.3293 1.5818 -1.3531
C -0.0643 3.0027 -1.4832
C -0.8209 0.7212 -0.0383
C -3.8746 1.6861 -1.5952
C 1.9560 1.1611 -0.7709
C 1.5422 2.5544 -1.5010
C -4.6125 -1.8264 -5.3989
C 0.7757 0.2269 -0.0555
C 3.8926 2.9686 -2.0816
C 6.2374 -6.3686 5.8268
C -1.2695 2.1425 -0.7801
C -2.8579 2.6664 -0.7615
C 4.6054 -2.7644 5.0704
C -0.2556 5.6957 -1.0935
C -3.8574 -1.0729 -4.3161
C -0.4573 4.4601 -2.2028
C -5.9718 0.1285 -0.6816
C -5.4027 1.6546 -0.9162
C 6.8495 -5.8577 4.5327
C 4.6755 -3.0234 3.5743
H -4.0612 2.0309 -2.7224
H -5.4090 2.1733 0.1566
H -6.2281 0.4016 1.3520
H 5.5102 -7.1560 5.6098
H -1.1548 0.5765 2.5492
H -3.4555 0.5939 -1.6323
H -2.9739 3.7561 -1.2137
H -5.0454 -1.1196 -6.1121
H -0.7822 5.5567 -0.0373
H -1.8365 -1.8184 0.6070
H -6.2011 2.2163 -1.5676
H 5.7323 -5.5512 6.3485
H 3.2965 -1.9354 0.4366
H 4.7549 3.6183 -2.5796
H 0.3009 4.7293 -3.0849
H 3.9707 -2.3723 3.0499
H -1.5248 4.4591 -2.6828
H -3.4850 -0.0399 0.5710
H 5.4777 1.2924 -1.3373
H 7.0194 -6.7749 6.4741
H 5.6860 -2.8225 3.2081
H -5.4161 -2.4172 -4.9507
H -3.9316 -2.4968 -5.9305
H -3.1884 2.7739 0.3806
H 4.4211 -4.0659 3.3641

Calculated values
Largest force on an atom = 0.205 Eh/bohr
Total energy = -4662.64733 a.u.
Spin multiplicity = 1
M = 555.3 g/mol
HOMO energy = -8.3 eV
Gap between HOMO and LUMO = 6.289 eV
SMILES = N=[PH2]c1c(CCCC(=O)O)c(CC=O)c2nccnc2c1P(O)Br.CC#N.CC#N.CC#N
ΔE to the lowest compared entry with this formula, charge and spin = 355.09 kcal per mole



Entry 2:
Molecular formula: C14H12N2O6V
Method: DFT, ωB97M-V/def2-TZVPD

CARTESIAN COORDINATES (ANGSTROEM)
V -0.0649 0.8787 -0.5288
O 0.0857 1.6673 -4.3756
O 0.4346 -0.7031 -6.0106
O 0.6293 -2.8927 -5.7879
O -0.0328 1.7212 -2.1274
O -1.4447 0.7883 0.5016
O 1.0941 1.0179 0.6684
N 0.3886 -2.5253 -2.8683
N 0.1381 -0.6990 -1.7349
C 0.9357 1.3860 1.9340
C 2.0483 1.6831 2.7218
C 0.2564 -2.0131 -1.6344
C 0.4750 -1.6478 -5.2956
C 0.2003 -0.3619 -3.0771
C 0.0824 1.1338 -3.3129
C -0.4849 1.7412 3.8865
C -1.5433 1.1410 1.7309
C -2.9149 1.2006 2.3103
C 0.6236 2.0046 4.6425
C 1.8967 1.9831 4.0563
C 0.3574 -1.5053 -3.8085
C -0.3765 1.4269 2.5109
C 0.2479 -2.8055 -0.3788
H -3.6495 0.9960 1.5368
H -3.1081 2.1831 2.7415
H 0.6560 -3.6067 -5.1467
H 0.1315 -2.1319 0.4664
H 0.4971 -3.5100 -3.0427
H -1.4602 1.7784 4.3522
H 1.1796 -3.3600 -0.2629
H -0.5714 -3.5251 -0.3774
H 0.5178 2.2333 5.6936
H -3.0169 0.4627 3.1078
H 2.7692 2.2015 4.6566
H 3.0228 1.6588 2.2526

Calculated values
Largest force on an atom = 0.106 Eh/bohr
Total energy = -2045.52225 a.u.
Spin multiplicity = 3
Charge = +1
M = 355.2 g/mol
HOMO energy (alpha / beta) = -12.0 / -12.9 eV
Gap between HOMO and LUMO (alpha / beta) = 7.669 / 8.054 eV
Expectation value of S² = 2.01
ΔE to the lowest compared entry with this formula, charge and spin = 42.77 kcal per mole